(1)
Molecular formula: C23H22Cl33I3N2OS
Method: DFT, ωB97M-V with the def2-TZVPD basis set

Structure (XYZ):
```
85
Properties=species:S:1:pos:R:3:lowdin_charge:R:1
C -2.7578 -1.4637 -2.4093 -0.19
C -1.9205 -1.2773 -1.0494 -0.71
I -2.6363 -2.3545 0.7499 0.70
C -0.7632 -0.4259 -1.0022 -0.64
I 0.2944 -0.2285 0.9339 0.73
C -0.1449 0.4387 -2.2130 -0.27
C 0.7904 -0.1346 -3.3533 -0.28
C 1.1480 -1.6925 -3.3144 -0.21
C 0.3914 -2.6226 -4.3946 -0.72
C -0.5038 -3.8173 -3.7179 -0.18
I -0.9046 -1.5827 -5.7949 0.88
C 1.3267 0.9214 -4.4213 -0.02
C 0.9492 2.4358 -4.3917 -0.16
O 1.4911 3.2655 -5.4402 -0.04
C 0.0373 3.0858 -3.2871 -0.23
N -0.3334 4.4912 -3.1597 -0.23
S -1.3376 4.4701 -1.7408 0.91
N -1.3049 2.7993 -1.3151 -0.27
C -0.4879 2.0237 -2.2276 -0.22
H -2.8140 -2.6067 -2.5992 0.04
H -3.8568 -1.1485 -2.1779 -0.01
H -2.3235 -0.8848 -3.2923 0.03
H 2.2905 -1.8206 -3.4556 0.11
H 0.9195 -2.0967 -2.2536 0.10
H 1.2197 -3.1774 -4.9872 0.03
H -0.2847 -3.9449 -2.6032 0.08
H -1.6009 -3.5588 -3.9467 0.02
H -0.2865 -4.7781 -4.3326 0.09
H 2.0144 0.5773 -5.2747 0.00
H 2.3946 3.5409 -5.1363 0.12
C -4.9010 3.0259 -1.7118 -1.51
Cl -5.8717 3.8261 -0.4654 0.54
Cl -4.3184 1.4586 -1.1355 0.53
Cl -5.8407 2.8323 -3.1993 0.53
H -4.0378 3.6527 -1.9305 -0.04
C -6.7296 -2.0646 -3.3257 -1.51
Cl -5.6739 -3.4479 -3.0005 0.54
Cl -6.4046 -0.7497 -2.1861 0.50
Cl -6.5259 -1.5064 -4.9925 0.53
H -7.7621 -2.3843 -3.1949 0.02
C 3.1661 -2.0678 -7.8395 -1.51
Cl 1.6739 -2.6577 -8.5800 0.51
Cl 2.8700 -0.5408 -6.9956 0.57
Cl 3.8336 -3.2711 -6.7283 0.52
H 3.8958 -1.8932 -8.6285 0.02
C 2.7837 -5.3644 -1.8340 -1.53
Cl 3.8453 -6.7449 -1.5225 0.54
Cl 3.1257 -4.0450 -0.7089 0.52
Cl 2.9597 -4.7994 -3.4977 0.55
H 1.7531 -5.6844 -1.6878 0.02
C 3.5282 1.8904 -0.9173 -1.45
Cl 5.0035 1.5328 -1.8303 0.52
Cl 3.2594 3.6384 -0.8286 0.53
Cl 2.1294 1.0832 -1.6528 0.68
H 3.6519 1.5104 0.0967 0.01
C 3.3742 -1.0298 3.8985 -1.52
Cl 4.8604 -1.4967 4.7365 0.50
Cl 3.3277 0.7203 3.6413 0.48
Cl 3.2319 -1.8869 2.3570 0.47
H 2.5265 -1.3067 4.5241 0.02
C -9.5953 3.0185 -1.0239 -1.56
Cl -10.5702 3.8158 0.2196 0.52
Cl -9.0110 1.4517 -0.4465 0.50
Cl -10.5284 2.8234 -2.5150 0.52
H -8.7327 3.6475 -1.2390 -0.02
C 0.7696 2.6042 6.4259 -1.54
Cl 2.2595 2.1373 7.2604 0.52
Cl 0.7220 4.3554 6.1743 0.55
Cl 0.6287 1.7494 4.8833 0.49
H -0.0756 2.3248 7.0505 -0.07
C -0.4210 -0.0247 9.6363 -1.51
Cl 1.0762 -0.4889 10.4561 0.53
Cl -0.4786 1.7273 9.3914 0.56
Cl -0.5723 -0.8725 8.0900 0.53
H -1.2607 -0.3103 10.2677 0.02
C 3.9834 6.0049 7.2721 -1.56
Cl 5.0288 5.5108 8.6117 0.51
Cl 2.7832 7.1839 7.8216 0.51
Cl 4.9462 6.6697 5.9444 0.52
H 3.4563 5.1248 6.9061 -0.04
C 5.5650 -3.9395 7.9144 -1.53
Cl 6.9988 -3.4623 6.9927 0.52
Cl 5.6743 -3.3545 9.5810 0.52
Cl 4.0963 -3.3325 7.1370 0.49
H 5.5174 -5.0269 7.9354 0.02
```

Results
F_max ... 5.95 eV/A
LUMO energy ... -1.56 eV

***

(2)
Molecular formula: C22H45ClFN3O3
Method: DFT, ωB97M-V with the def2-TZVPD basis set

Structure (XYZ):
```
75
Properties=species:S:1:pos:R:3:lowdin_charge:R:1
O 2.3471 4.2125 -2.0950 0.21
C 1.4170 4.9473 -2.1721 -0.34
O 1.5658 6.3324 -2.3288 0.16
C 0.3815 6.8200 -2.7910 -0.45
O 0.2138 7.8593 -3.3485 0.18
C -0.6696 5.7801 -2.5595 -0.52
Cl -2.3195 6.0179 -2.7510 0.83
C -0.0318 4.6799 -2.2086 -0.23
F -0.4721 3.4886 -1.9357 0.16
C -2.2030 -1.5993 0.0329 -0.09
C -0.9989 -0.7381 -0.3165 -0.28
N -0.4551 -0.0254 0.8219 -0.20
C 0.4810 1.0204 0.4501 -0.24
C 1.7833 0.6094 -0.2480 -0.07
C -0.0753 -0.8512 1.9535 -0.24
C 0.9494 -1.9680 1.7175 -0.08
H -2.9708 -1.0087 0.5349 0.08
H -2.6356 -2.0140 -0.8787 0.07
H -1.9369 -2.4380 0.6771 0.06
H -1.3166 0.0048 -1.0495 0.10
H -0.2463 -1.3667 -0.8193 0.10
H 0.7265 1.6009 1.3439 0.11
H -0.0525 1.7122 -0.2068 0.09
H 2.4894 0.1500 0.4425 0.06
H 2.2707 1.4940 -0.6640 0.06
H 1.6061 -0.0814 -1.0727 0.07
H -0.9832 -1.3045 2.3603 0.10
H 0.2858 -0.1948 2.7489 0.11
H 0.7312 -2.5475 0.8194 0.07
H 0.9358 -2.6609 2.5618 0.07
H 1.9646 -1.5807 1.6388 0.05
C 3.2449 -1.2690 4.9662 -0.09
C 4.1783 -2.2926 5.5931 -0.28
N 4.0719 -3.6032 4.9839 -0.20
C 4.7272 -4.6510 5.7455 -0.25
C 6.2505 -4.5817 5.9105 -0.09
C 4.2653 -3.6431 3.5452 -0.24
C 5.5860 -3.1047 2.9793 -0.08
H 2.2148 -1.6280 4.9694 0.08
H 3.2805 -0.3382 5.5334 0.07
H 3.5257 -1.0346 3.9381 0.06
H 3.9129 -2.3936 6.6486 0.12
H 5.2062 -1.8967 5.5680 0.10
H 4.4615 -5.6147 5.3033 0.11
H 4.2767 -4.6570 6.7431 0.11
H 6.7732 -4.8483 4.9932 0.05
H 6.5681 -5.2902 6.6781 0.07
H 6.5845 -3.5924 6.2238 0.07
H 3.4463 -3.0876 3.0807 0.08
H 4.1246 -4.6740 3.2119 0.12
H 5.8641 -2.1479 3.4231 0.07
H 5.4847 -2.9461 1.9037 0.07
H 6.4104 -3.8012 3.1234 0.05
C -3.5007 2.0203 -2.3371 -0.09
C -4.8490 1.7908 -3.0004 -0.27
N -4.9348 2.3777 -4.3229 -0.20
C -6.2875 2.4265 -4.8485 -0.25
C -7.0059 1.0995 -5.1222 -0.09
C -3.9012 1.9692 -5.2569 -0.25
C -3.7456 0.4711 -5.5500 -0.08
H -3.2521 3.0806 -2.3225 0.05
H -3.5306 1.6656 -1.3062 0.07
H -2.6961 1.4843 -2.8436 0.06
H -5.6173 2.2581 -2.3791 0.12
H -5.0652 0.7103 -3.0014 0.10
H -6.2787 3.0213 -5.7657 0.11
H -6.8910 3.0001 -4.1380 0.11
H -6.6215 0.6028 -6.0116 0.05
H -8.0678 1.2869 -5.2930 0.07
H -6.9293 0.4105 -4.2808 0.07
H -2.9437 2.3423 -4.8827 0.10
H -4.0598 2.5052 -6.1954 0.11
H -3.7643 -0.1302 -4.6401 0.07
H -2.7852 0.2919 -6.0375 0.07
H -4.5187 0.1007 -6.2209 0.05
```

Results
F_max ... 1.43 eV/A
LUMO energy ... -1.20 eV
Structure (SMILES) ... O=C1OC(=O)C(Cl)=C1F.CCN(CC)CC.CCN(CC)CC.CCN(CC)CC

***

(3)
Molecular formula: C64H61BaN5P3
Method: DFT, ωB97M-V with the def2-TZVPD basis set

Structure (XYZ):
```
134
Properties=species:S:1:pos:R:3:lowdin_charge:R:1
Ba 0.1552 -0.1535 -0.3784 1.40
C 1.5843 3.6963 -1.5720 -0.14
C 2.4379 3.0478 -0.4694 -0.12
C 3.3858 2.0425 -1.0624 -0.31
C 4.7301 2.3355 -1.2427 -0.01
C 5.5511 1.4104 -1.8652 -0.04
C 4.9979 0.2216 -2.3058 -0.05
C 3.6507 0.0069 -2.0752 -0.17
N 2.8523 0.8813 -1.4620 0.05
N 0.2363 3.1264 -1.7127 -0.15
C -0.7349 3.8929 -0.9438 -0.14
C -0.7600 3.5728 0.5315 -0.27
C -0.7241 4.5676 1.4931 0.00
C -0.8648 4.2251 2.8308 -0.03
C -1.0490 2.8967 3.1702 -0.04
C -1.0522 1.9669 2.1445 -0.15
N -0.9032 2.2833 0.8579 0.01
C -0.1605 3.0626 -3.1220 -0.14
C 0.5757 1.9755 -3.8607 -0.28
C 1.4547 2.2507 -4.8964 -0.01
C 2.0761 1.2007 -5.5558 -0.04
C 1.7819 -0.0943 -5.1703 -0.05
C 0.8874 -0.2746 -4.1261 -0.19
N 0.3080 0.7243 -3.4675 0.05
H 2.1045 3.5687 -2.5224 0.12
H 1.5095 4.7791 -1.4068 0.13
H 1.7930 2.5526 0.2621 0.08
H 2.9959 3.8086 0.0762 0.11
H 5.1239 3.2792 -0.8879 0.12
H 6.6060 1.6119 -1.9973 0.12
H 5.5958 -0.5380 -2.7884 0.12
H 3.1950 -0.9269 -2.3869 0.10
H -1.7270 3.6682 -1.3374 0.10
H -0.5845 4.9760 -1.0665 0.13
H -0.5852 5.5982 1.1940 0.12
H -0.8256 4.9888 3.5961 0.12
H -1.1662 2.5797 4.1956 0.11
H -1.1725 0.9087 2.3663 0.09
H -0.0282 4.0248 -3.6381 0.14
H -1.2239 2.8218 -3.1646 0.11
H 1.6411 3.2768 -5.1862 0.12
H 2.7719 1.3922 -6.3621 0.12
H 2.2254 -0.9479 -5.6632 0.11
H 0.6118 -1.2777 -3.8094 0.10
C 3.6990 -2.1589 0.0148 -0.07
C 4.7832 -1.2705 0.5684 -0.28
C 6.0987 -1.5278 0.1949 -0.06
C 7.1566 -0.8077 0.7255 -0.08
C 6.9050 0.1817 1.6623 -0.08
C 5.5993 0.4547 2.0418 -0.09
C 4.5239 -0.2440 1.4984 -0.30
P 2.7557 0.0442 1.9309 1.08
C 2.7586 1.5121 3.0421 -0.30
C 3.4444 2.6373 2.5695 -0.14
C 3.4384 3.8475 3.2411 -0.08
C 2.7200 3.9602 4.4211 -0.08
C 2.0019 2.8696 4.8796 -0.06
C 1.9851 1.6441 4.2103 -0.25
C 1.0995 0.5665 4.7902 -0.04
C 2.4807 -1.4060 3.0068 -0.37
C 3.4073 -1.6980 4.0155 -0.10
C 3.2321 -2.7844 4.8456 -0.09
C 2.1167 -3.6042 4.6531 -0.07
C 1.2184 -3.3218 3.6436 -0.05
C 1.3649 -2.2164 2.7831 -0.36
C 0.3592 -1.9504 1.6809 -0.42
H 3.9967 -2.5881 -0.9429 0.08
H 2.7527 -1.6271 -0.1153 0.00
H 3.4791 -2.9755 0.7043 0.10
H 6.2906 -2.3172 -0.5228 0.12
H 8.1709 -1.0285 0.4195 0.11
H 7.7205 0.7361 2.1080 0.11
H 5.4256 1.2173 2.7902 0.10
H 4.0052 2.5605 1.6440 0.08
H 3.9953 4.6895 2.8504 0.11
H 2.7087 4.8902 4.9744 0.11
H 1.4198 2.9620 5.7892 0.11
H 0.4177 1.0117 5.5156 0.08
H 1.6710 -0.2082 5.3008 0.08
H 0.5061 0.0549 4.0313 0.07
H 4.2744 -1.0595 4.1514 0.11
H 3.9493 -2.9987 5.6265 0.10
H 1.9616 -4.4671 5.2883 0.10
H 0.3618 -3.9697 3.4869 0.10
H -0.6013 -1.7533 2.1932 -0.02
H 0.1606 -2.9368 1.2196 0.01
N -3.1057 -2.4571 -1.4318 -0.40
P -2.4931 -1.2496 -2.5442 0.91
C -3.0008 -1.9432 -4.1409 -0.38
C -2.4622 -1.3450 -5.2803 -0.11
C -2.8086 -1.8015 -6.5423 -0.08
C -3.6844 -2.8720 -6.6739 -0.08
C -4.2182 -3.4748 -5.5442 -0.07
C -3.8844 -3.0094 -4.2787 -0.10
C -3.7251 0.0510 -2.2337 -0.38
C -5.0958 -0.1618 -2.3818 -0.07
C -5.9940 0.8384 -2.0589 -0.06
C -5.5316 2.0629 -1.5845 -0.07
C -4.1736 2.2844 -1.4308 -0.08
C -3.2718 1.2761 -1.7586 -0.13
P -2.8384 -1.9224 0.2127 0.92
C -4.4769 -1.3086 0.7126 -0.39
C -4.5681 -0.0310 1.2469 -0.11
C -5.7990 0.4793 1.6472 -0.08
C -6.9409 -0.2898 1.4991 -0.08
C -6.8578 -1.5706 0.9566 -0.07
C -5.6310 -2.0795 0.5697 -0.08
C -2.7606 -3.4995 1.1177 -0.38
C -2.5455 -4.7428 0.5386 -0.09
C -2.4357 -5.8820 1.3304 -0.07
C -2.5447 -5.7849 2.7067 -0.08
C -2.7652 -4.5448 3.2957 -0.07
C -2.8674 -3.4132 2.5073 -0.11
H -2.6606 -3.3515 -1.6133 0.02
H -1.7689 -0.5166 -5.1781 0.09
H -2.3903 -1.3297 -7.4213 0.11
H -3.9488 -3.2364 -7.6575 0.11
H -4.9012 -4.3077 -5.6464 0.11
H -4.3163 -3.4696 -3.3987 0.09
H -5.4588 -1.1214 -2.7338 0.11
H -7.0564 0.6654 -2.1658 0.11
H -6.2390 2.8405 -1.3268 0.11
H -3.8236 3.2334 -1.0450 0.10
H -2.2057 1.4380 -1.6280 0.04
H -3.6743 0.5768 1.3415 0.08
H -5.8637 1.4761 2.0633 0.11
H -7.9008 0.1038 1.8067 0.11
H -7.7516 -2.1705 0.8474 0.11
H -5.5620 -3.0774 0.1527 0.11
H -2.4638 -4.8639 -0.5343 0.09
H -2.2698 -6.8444 0.8652 0.11
H -2.4626 -6.6711 3.3215 0.11
H -2.8547 -4.4608 4.3705 0.11
H -3.0387 -2.4521 2.9792 0.11
```

Results
Charge ... +1
F_max ... 0.72 eV/A
LUMO energy ... -1.82 eV

***

(4)
Molecular formula: C5H12N2O2
Method: DFT, ωB97M-V with the def2-TZVPD basis set

Structure (XYZ):
```
21
Properties=species:S:1:pos:R:3:lowdin_charge:R:1
C 0.3888 0.6301 -1.1023 -0.53
C 1.7895 1.1977 -1.1426 -0.03
N -0.5954 1.4640 -1.6813 0.10
C -0.6048 0.6579 0.9890 -0.32
O 0.3392 -0.6510 -1.6858 -0.02
O -1.7805 0.8895 0.7100 -0.05
H -0.1183 -0.5654 -2.5323 0.10
H -1.5004 1.2724 -1.2368 0.08
H -0.3977 2.4462 -1.5366 0.10
H 0.0617 1.3005 1.5758 0.13
H 2.0823 1.3801 -2.1793 0.09
H 1.8452 2.1378 -0.5957 0.08
H 2.4911 0.4857 -0.7117 0.09
C -1.2327 -1.9764 1.1657 -0.04
C -0.2130 -0.9646 1.5608 -0.37
N 0.7655 -1.0328 2.3445 0.13
H 0.8924 -1.9556 2.7674 0.06
H 0.2414 -0.0648 0.1612 0.15
H -2.2231 -1.5213 1.1705 0.08
H -1.0254 -2.2835 0.1369 0.08
H -1.2059 -2.8465 1.8226 0.08
```

Results
F_max ... 3.95 eV/A
LUMO energy ... 0.69 eV

***

(5)
Molecular formula: C6H11N3
Method: DFT, ωB97M-V with the def2-TZVPD basis set

Structure (XYZ):
```
20
Properties=species:S:1:pos:R:3:lowdin_charge:R:1
C -0.7784 1.8202 -0.5032 -0.14
N -0.0948 1.3263 -1.5507 0.02
C -0.2834 0.9204 1.1081 -0.18
C -0.6981 1.2911 2.2029 0.15
H 0.9615 1.0411 -1.2391 0.06
H -0.5347 0.4880 -1.9219 0.09
H -0.4598 2.7992 -0.1651 0.10
H -1.8467 1.6437 -0.4703 0.11
H -1.0769 1.6435 3.1334 0.04
C 0.0761 -1.3932 -0.0475 -0.41
N 0.9128 -2.1944 -0.8047 0.09
C 0.8544 -0.2337 0.5843 -0.35
C -1.2226 -1.6478 0.1730 0.02
N 1.8062 0.2847 -0.2734 -0.04
H 0.4767 -2.8607 -1.4216 0.09
H 1.7174 -1.7063 -1.1756 0.07
H 2.4668 0.8518 0.2539 0.05
H 1.2376 -0.5367 1.5580 0.14
H -1.8120 -1.0210 0.8222 0.04
H -1.7022 -2.5160 -0.2628 0.05
```

Results
F_max ... 0.75 eV/A
LUMO energy (spin up / spin down) ... -0.62 / -0.62 eV

***

(6)
Molecular formula: C5H13N2
Method: DFT, ωB97M-V with the def2-TZVPD basis set

Structure (XYZ):
```
20
Properties=species:S:1:pos:R:3:lowdin_charge:R:1
C -0.9440 1.8175 -1.0268 -0.02
C -0.9710 1.7524 0.4201 -0.19
C 0.2632 0.8860 0.9495 -0.09
C -0.0678 -0.4747 0.4547 -0.37
N -0.2796 -0.5458 -0.9693 0.03
C 1.1107 -1.3264 -0.1862 -0.20
N 1.6002 -2.0835 0.8417 0.25
H 1.9533 -0.9649 -0.7807 0.18
H -0.1613 2.3062 -1.5895 0.11
H -1.9183 1.8526 -1.4995 0.09
H -1.8196 1.0862 0.6227 0.11
H -1.0162 2.6001 1.1012 0.14
H 1.0124 1.1470 0.1888 0.12
H 0.6472 1.0251 1.9488 0.13
H -0.5984 0.5795 -1.2661 0.02
H -0.7403 -1.1383 1.0041 0.15
H -2.6724 -0.2062 -1.8359 0.08
H 0.6935 -2.5160 -0.1107 0.28
H 2.2629 -2.8707 0.7141 0.14
H -2.4574 -0.4149 -1.1550 0.05
```

Results
Charge ... +1
F_max ... 5.09 eV/A
LUMO energy ... -7.12 eV

***

(7)
Molecular formula: C4HCl3F4O3S
Method: DFT, ωB97M-V with the def2-TZVPD basis set

Structure (XYZ):
```
16
Properties=species:S:1:pos:R:3:lowdin_spin:R:1
C 1.8135 -0.1025 0.7120 0.67
C -0.7092 0.1268 -0.3704 0.56
C -1.5289 -0.6984 0.5409 0.06
C -0.7463 1.6696 -0.4060 0.04
O 1.1376 -2.4588 -0.6095 0.01
O 2.4921 -0.8045 -1.8361 0.05
O 0.0319 -0.3576 -1.3412 0.13
F -1.3442 -0.4477 1.8772 0.02
F -1.1076 -1.9326 0.3203 0.01
F -1.8237 2.0650 -1.2411 0.03
F 0.3486 2.2858 -0.9083 0.00
S 1.4850 -1.1181 -0.8841 0.06
Cl 2.2860 -0.8765 2.0659 0.24
Cl -3.3210 -0.5820 0.2518 0.06
Cl -1.0189 2.2280 1.3023 0.03
H 2.0052 1.0034 0.5261 0.02
```

Results
2S+1 ... 3
F_max ... 3.46 eV/A
LUMO energy (spin up / spin down) ... 0.41 / -2.60 eV
⟨S²⟩ ... 2.009

***

(8)
Molecular formula: C29H29F5MoN2O3PTe
Method: DFT, ωB97M-V with the def2-TZVPD basis set

Structure (XYZ):
```
71
Properties=species:S:1:pos:R:3:lowdin_charge:R:1
Mo -0.9182 -0.0439 -0.4173 1.79
C 6.3074 2.5391 2.0696 -0.10
C 5.3216 3.1066 1.2713 -0.09
C 4.0794 2.5025 1.1700 -0.10
C 3.8015 1.3116 1.8446 -0.38
C 4.7959 0.7530 2.6415 -0.10
C 6.0391 1.3650 2.7559 -0.09
P 2.1082 0.6319 1.5949 1.12
C 2.1106 -0.7832 2.7731 -0.40
C 2.0426 -2.1169 2.3776 -0.09
C 1.9243 -3.1311 3.3229 -0.08
C 1.8864 -2.8272 4.6743 -0.09
C 1.9563 -1.4998 5.0822 -0.09
C 2.0540 -0.4900 4.1392 -0.13
C 2.3104 -0.2473 -0.0084 -0.41
C 3.5735 -0.7064 -0.3983 -0.11
C 3.7386 -1.4392 -1.5581 -0.10
C 2.6255 -1.7249 -2.3387 -0.10
C 1.3770 -1.2728 -1.9518 -0.13
C 1.1716 -0.5087 -0.7902 -0.27
H 7.2774 3.0122 2.1575 0.09
H 5.5198 4.0263 0.7351 0.10
H 3.3068 2.9558 0.5583 0.11
H 4.6085 -0.1716 3.1731 0.10
H 6.8010 0.9146 3.3804 0.10
H 2.0648 -2.3678 1.3243 0.11
H 1.8568 -4.1605 2.9948 0.11
H 1.7897 -3.6175 5.4078 0.10
H 1.9150 -1.2519 6.1356 0.10
H 2.0820 0.5464 4.4605 0.11
H 4.4356 -0.5042 0.2263 0.10
H 4.7210 -1.7970 -1.8416 0.10
H 2.7298 -2.2981 -3.2523 0.10
H 0.5301 -1.5079 -2.5830 0.07
N -1.0234 -0.5738 1.9043 -0.04
C -1.1720 0.4502 2.9566 -0.22
C -1.9481 1.6580 2.4337 -0.10
C -1.0745 2.3998 1.4634 -0.60
O -0.6473 3.5147 1.6233 0.08
O -0.7558 1.6790 0.3863 -0.30
H -1.9257 -1.0561 1.8655 0.02
H -0.3660 -1.2866 2.2109 0.08
H -0.1804 0.7652 3.2877 0.08
H -1.6956 0.0211 3.8134 0.12
H -2.2109 2.3260 3.2519 0.12
H -2.8480 1.3038 1.9268 0.11
F -2.7985 -3.9581 -1.2503 -0.53
Te -3.3235 -2.5753 0.0008 1.91
F -4.5007 -3.9527 0.6370 -0.53
F -3.6742 -1.7779 1.7922 -0.54
F -2.9613 0.1942 0.0139 -0.57
F -2.0566 -3.4455 1.1122 -0.45
O -1.4310 -1.7316 -0.5553 -0.75
C -1.4192 3.3321 -2.4229 -0.04
C -2.0516 2.3689 -3.3852 -0.20
C -2.7518 2.8067 -4.4983 -0.06
C -3.3577 1.8956 -5.3541 -0.09
C -3.2836 0.5375 -5.0905 -0.06
C -2.5977 0.0610 -3.9790 -0.20
C -2.5890 -1.4058 -3.6568 -0.04
C -1.9677 0.9855 -3.1357 -0.25
N -1.2561 0.5670 -2.0367 -0.11
H -1.4856 4.3550 -2.7929 0.07
H -0.3746 3.0813 -2.2372 0.08
H -1.9178 3.2738 -1.4542 0.08
H -2.8264 3.8696 -4.6951 0.10
H -3.8937 2.2473 -6.2274 0.10
H -3.7749 -0.1712 -5.7470 0.11
H -2.7648 -2.0047 -4.5505 0.08
H -3.3859 -1.6372 -2.9468 0.06
H -1.6594 -1.7207 -3.1892 0.05
```

Results
Charge ... -1
F_max ... 3.04 eV/A
LUMO energy ... 1.83 eV